Entry 1:
{
  "formula": "C5H39N2O13",
  "method": "the ωB97M-V functional and the def2-TZVPD basis",
  "spin_multiplicity": 2,
  "de_lowest_kj_mol": 326.6,
  "e_tot_ev": -35398.6012,
  "molar_mass_g_mol": 335.368,
  "homo_ev": [-16.45, -16.45],
  "charge": 2,
  "elements": ["C", "C", "C", "C", "N", "C", "N", "H", "H", "H", "H", "H", "H", "H", "H", "H", "H", "H", "H", "H", "H", "H", "O", "H", "H", "O", "H", "H", "O", "H", "H", "O", "H", "H", "O", "H", "H", "O", "H", "H", "O", "H", "H", "O", "H", "H", "O", "H", "H", "O", "H", "H", "O", "H", "H", "O", "H", "H", "O"],
  "positions_angstrom": [[-0.877, -3.486, -0.358], [0.434, -3.125, -1.085], [1.169, -1.867, -0.513], [0.318, -0.643, -0.148], [-0.271, 2.166, 0.265], [-0.090, 1.808, -1.068], [0.428, 0.365, -1.256], [-0.683, -3.655, 0.736], [-1.628, -2.736, -0.462], [-1.075, -4.526, -0.667], [1.151, -3.953, -1.040], [0.239, -3.017, -2.147], [1.950, -2.224, 0.184], [1.833, -1.661, -1.402], [0.528, -0.106, 0.807], [-0.700, -1.029, -0.136], [-1.081, 1.780, 0.753], [0.558, 2.294, 0.868], [0.656, 2.412, -1.584], [1.348, 0.470, -1.708], [-3.035, -0.582, -0.533], [-1.978, -0.858, -2.689], [-2.848, -0.165, -1.393], [-1.920, 2.562, -1.463], [-2.478, 0.681, -1.125], [-1.327, 1.843, -1.736], [1.518, -0.490, 3.339], [1.317, -2.048, 3.780], [0.922, -1.252, 3.413], [-3.586, -1.550, 1.832], [-2.255, -0.791, 1.922], [-3.098, -0.866, 1.356], [3.371, 1.891, -1.457], [3.533, 0.777, -2.460], [2.864, 1.414, -2.132], [-1.465, 1.216, 3.219], [-2.196, 2.214, 2.340], [-1.347, 2.093, 2.793], [1.763, 2.549, 3.082], [0.365, 1.995, 2.715], [1.327, 1.921, 2.488], [-0.177, 1.708, -4.130], [1.284, 1.303, -4.162], [0.393, 0.939, -4.278], [-0.893, -0.348, -3.897], [-0.292, -0.123, -2.355], [-1.010, -0.821, -3.027], [2.654, 1.577, 1.225], [4.093, 1.373, 1.740], [3.554, 1.337, 0.938], [3.352, -0.980, -0.990], [4.395, -0.045, -0.306], [4.252, -0.661, -1.044], [-1.759, -1.136, 3.923], [-0.484, -0.798, 3.053], [-1.455, -0.496, 3.266], [-3.944, 2.580, 1.035], [-4.120, 1.018, 0.864], [-3.494, 1.755, 0.815]],
  "nbo_charge": [-0.632, -0.399, -0.436, -0.272, -0.366, 0.317, -0.589, 0.203, 0.197, 0.255, 0.234, 0.214, 0.254, 0.206, 0.203, 0.246, 0.448, 0.442, 0.258, 0.474, 0.513, 0.569, -0.984, 0.522, 0.479, -0.711, 0.513, 0.528, -0.970, 0.494, 0.499, -1.029, 0.508, 0.527, -1.003, 0.521, 0.509, -1.014, 0.519, 0.521, -1.023, 0.485, 0.509, -0.966, 0.553, 0.522, -0.884, 0.483, 0.496, -0.984, 0.456, 0.495, -0.951, 0.512, 0.515, -1.004, 0.499, 0.529, -1.010]
}

Entry 2:
{
  "formula": "C9H16N2O2",
  "method": "the ωB97M-V functional and the def2-TZVPD basis",
  "de_lowest_kj_mol": 377.0,
  "smiles": "O=c1cc[nH]c(=O)[nH]1.CC(C)(C)C",
  "e_tot_ev": -16665.4004,
  "molar_mass_g_mol": 184.239,
  "homo_ev": -9.75,
  "elements": ["O", "C", "C", "C", "N", "C", "O", "N", "H", "H", "H", "H", "C", "C", "C", "C", "C", "H", "H", "H", "H", "H", "H", "H", "H", "H", "H", "H", "H"],
  "positions_angstrom": [[-1.055, -2.143, -1.135], [-1.705, -1.315, -0.631], [-2.627, -1.478, 0.447], [-3.310, -0.386, 0.832], [-3.158, 0.946, 0.398], [-2.102, 1.146, -0.465], [-1.805, 2.326, -0.703], [-1.577, 0.047, -1.169], [-2.622, -2.544, 0.951], [-4.110, -0.379, 1.568], [-3.203, 1.794, 1.093], [-1.044, 0.401, -2.044], [0.652, 1.145, -0.378], [1.697, 0.052, 0.114], [1.770, -0.871, -1.106], [1.211, -0.706, 1.365], [3.053, 0.697, 0.363], [1.002, 1.748, -1.240], [-0.318, 0.670, -0.595], [0.424, 1.880, 0.438], [2.241, -1.855, -0.955], [0.702, -0.901, -1.537], [2.336, -0.245, -1.890], [1.866, -1.467, 1.677], [0.198, -1.109, 1.281], [1.240, -0.118, 2.290], [3.217, 1.355, 1.261], [3.924, -0.064, 0.364], [3.103, 1.372, -0.595]],
  "nbo_charge": [-0.539, 0.655, -0.402, 0.082, -0.611, 0.774, -0.615, -0.705, 0.275, 0.215, 0.448, 0.472, -0.635, -0.073, -0.607, -0.609, -0.608, 0.207, 0.215, 0.205, 0.215, 0.211, 0.199, 0.210, 0.193, 0.204, 0.214, 0.205, 0.205]
}

Entry 3:
{
  "formula": "C6H8NO2",
  "method": "the ωB97M-V functional and the def2-TZVPD basis",
  "de_lowest_kj_mol": 157.8,
  "e_tot_ev": -11926.1548,
  "molar_mass_g_mol": 126.135,
  "homo_ev": [-13.33, -11.90],
  "charge": 1,
  "elements": ["C", "C", "C", "C", "C", "C", "N", "O", "O", "H", "H", "H", "H", "H", "H", "H", "H"],
  "positions_angstrom": [[-1.807, -2.144, -0.504], [-1.186, -1.098, 0.099], [0.696, 1.174, 0.177], [-0.523, 1.673, 0.098], [1.061, -0.210, 0.138], [2.486, -0.597, 0.227], [-1.464, 2.481, -0.144], [0.239, -1.179, -0.052], [-1.642, -0.156, 0.769], [-1.233, -2.948, -0.922], [1.508, 1.880, 0.324], [2.703, -1.396, -0.482], [2.676, -1.018, 1.219], [3.161, 0.238, 0.071], [-1.528, 3.014, -1.010], [-2.879, -2.222, -0.492], [-2.268, 2.510, 0.482]],
  "nbo_charge": [-0.328, 0.570, -0.435, 0.594, 0.519, -0.686, -0.678, -0.411, -0.582, 0.228, 0.297, 0.267, 0.272, 0.245, 0.442, 0.233, 0.453]
}

Entry 4:
{
  "formula": "C31H50BIN6O",
  "method": "the ωB97M-V functional and the def2-TZVPD basis",
  "smiles": "CCCCCCc1c(CCCI)c(B(O)N(C)C)c(N)c2nc(CCCCN)c(CCN)nc12.c1ccccc1",
  "e_tot_ev": -52706.6800,
  "molar_mass_g_mol": 660.498,
  "homo_ev": -7.51,
  "elements": ["C", "C", "C", "C", "C", "C", "C", "C", "C", "C", "C", "I", "C", "B", "O", "N", "C", "C", "C", "N", "C", "N", "C", "C", "C", "C", "C", "N", "C", "C", "C", "N", "N", "C", "H", "H", "H", "H", "H", "H", "H", "H", "H", "H", "H", "H", "H", "H", "H", "H", "H", "H", "H", "H", "H", "H", "H", "H", "H", "H", "H", "H", "H", "H", "H", "H", "H", "H", "H", "H", "H", "H", "H", "H", "H", "H", "H", "H", "C", "C", "C", "C", "C", "C", "H", "H", "H", "H", "H", "H"],
  "positions_angstrom": [[-0.913, -2.716, 5.030], [-0.475, -1.325, 4.269], [-0.383, -1.503, 2.627], [0.981, -2.254, 2.107], [0.525, -3.340, 0.966], [0.523, -2.777, -0.572], [0.448, -1.148, -0.725], [-1.027, -0.423, -0.564], [-2.404, -1.250, -0.239], [-3.396, -1.489, -1.522], [-2.826, -0.944, -2.958], [-1.440, -2.387, -3.948], [-1.092, 1.213, -0.720], [-2.495, 2.109, -0.542], [-2.986, 2.965, -1.644], [-3.244, 2.069, 0.798], [-4.718, 1.748, 0.523], [-3.292, 3.466, 1.435], [0.313, 2.043, -1.081], [0.161, 3.571, -1.238], [1.788, 1.282, -1.244], [2.960, 2.156, -1.580], [4.223, 1.342, -1.668], [5.598, 2.212, -2.056], [5.248, 3.117, -3.418], [4.547, 4.560, -3.080], [4.669, 5.601, -4.383], [3.492, 5.435, -5.362], [4.299, -0.266, -1.416], [5.769, -1.061, -1.487], [5.909, -2.031, -2.813], [5.274, -3.378, -2.406], [3.117, -1.148, -1.109], [1.865, -0.325, -1.039], [-1.646, -3.397, 4.422], [0.044, -3.369, 5.299], [-1.429, -2.394, 6.047], [-1.348, -0.534, 4.456], [0.518, -0.841, 4.666], [-1.315, -2.105, 2.244], [-0.340, -0.397, 2.185], [1.811, -1.543, 1.688], [1.437, -2.887, 3.010], [-0.537, -3.831, 1.163], [1.337, -4.214, 0.995], [-0.448, -3.211, -1.115], [1.432, -3.176, -1.235], [-3.023, -0.679, 0.577], [-2.119, -2.313, 0.218], [-3.617, -2.643, -1.618], [-4.407, -0.929, -1.306], [-2.387, 0.140, -2.946], [-3.766, -0.904, -3.693], [-2.474, 3.848, -1.616], [-5.222, 1.122, 1.382], [-5.334, 2.766, 0.432], [-4.788, 1.170, -0.510], [-2.257, 3.821, 1.852], [-4.013, 3.361, 2.368], [-3.780, 4.271, 0.734], [1.092, 4.014, -1.415], [-0.098, 3.907, -0.262], [6.498, 1.533, -2.366], [5.832, 2.960, -1.174], [6.314, 3.370, -3.892], [4.633, 2.421, -4.136], [3.376, 4.350, -2.984], [4.909, 5.070, -2.088], [5.676, 5.455, -4.983], [4.582, 6.728, -3.999], [2.636, 5.948, -4.991], [3.727, 5.987, -6.241], [5.740, -1.804, -0.553], [6.682, -0.356, -1.299], [5.232, -1.580, -3.655], [7.039, -2.179, -3.168], [4.233, -3.304, -2.383], [5.613, -4.149, -3.024], [-5.696, -4.185, 4.002], [-6.567, -3.744, 4.997], [-6.463, -2.444, 5.490], [-5.485, -1.585, 4.990], [-4.607, -2.028, 4.001], [-4.713, -3.328, 3.505], [-5.781, -5.196, 3.613], [-7.328, -4.414, 5.389], [-7.145, -2.099, 6.264], [-5.405, -0.570, 5.372], [-3.841, -1.361, 3.615], [-4.031, -3.673, 2.733]],
  "lowdin_charge": [-0.150, -0.258, -0.223, -0.193, -0.212, -0.213, -0.059, -0.076, -0.168, -0.269, -0.601, 0.671, 0.050, -0.464, 0.012, -0.158, -0.121, -0.129, -0.073, 0.014, -0.081, 0.087, -0.102, -0.147, -0.216, -0.209, -0.283, -0.085, -0.098, -0.158, -0.255, -0.065, 0.097, -0.088, 0.066, 0.077, 0.078, 0.101, 0.111, 0.082, 0.116, 0.109, 0.115, 0.106, 0.115, 0.060, 0.109, 0.109, 0.099, 0.108, 0.099, 0.061, 0.065, 0.120, 0.101, 0.103, 0.091, 0.097, 0.105, 0.096, 0.060, 0.090, 0.097, 0.119, 0.112, 0.124, 0.092, 0.111, 0.113, 0.108, 0.071, 0.068, 0.121, 0.095, 0.108, 0.127, 0.052, 0.062, -0.095, -0.098, -0.097, -0.094, -0.101, -0.102, 0.100, 0.100, 0.100, 0.100, 0.091, 0.095]
}